Entry from the OMol25 dataset: a molecular structure, C27H31F5N3OPtSe (the ωB97M-V functional and the def2-TZVPD basis).

Geometry (Å):
Pt (-0.204021, 0.936231, 0.098296)
C (-1.379744, 0.187242, 1.731159)
C (-1.173663, -0.972062, 0.931486)
C (0.230555, -1.420440, 1.233526)
C (0.800234, -0.487366, 2.069878)
C (-0.137396, 0.591167, 2.304072)
C (0.042254, 1.644581, 3.377476)
C (1.446496, 2.247067, 3.304059)
C (-0.998811, 2.758205, 3.290167)
C (-0.136904, 0.920076, 4.723993)
C (1.003360, -2.658347, 0.784387)
C (2.370829, -2.717243, 1.480054)
C (0.256052, -3.937761, 1.184903)
C (1.300315, -2.629304, -0.717542)
C (-2.393600, -1.638629, 0.287352)
C (-3.441517, -0.570893, -0.074026)
C (-3.042953, -2.590944, 1.305690)
C (-2.099284, -2.392287, -1.012329)
H (-2.322590, 0.674711, 1.911016)
H (1.813750, -0.493970, 2.429268)
H (1.639054, 2.656625, 2.310727)
H (2.215543, 1.504624, 3.524389)
H (1.542517, 3.053870, 4.034003)
H (-0.889526, 3.357826, 2.388542)
H (-0.890051, 3.419277, 4.152966)
H (-2.015953, 2.362774, 3.303584)
H (0.587224, 0.111017, 4.835687)
H (-1.138890, 0.493065, 4.803342)
H (0.002079, 1.623016, 5.548725)
H (2.270718, -2.791445, 2.564558)
H (2.978789, -1.844718, 1.241198)
H (2.905053, -3.602312, 1.128349)
H (0.013920, -3.919460, 2.249710)
H (0.892751, -4.805482, 0.995778)
H (-0.668382, -4.083018, 0.633382)
H (2.023838, -1.837485, -0.913411)
H (0.420300, -2.443368, -1.325772)
H (1.738684, -3.579903, -1.033438)
H (-3.920583, -0.149812, 0.810647)
H (-4.226638, -1.027755, -0.679222)
H (-2.998334, 0.248142, -0.642168)
H (-3.296961, -2.048158, 2.218252)
H (-2.383541, -3.413221, 1.579737)
H (-3.962211, -3.015968, 0.894049)
H (-1.674842, -1.716404, -1.758905)
H (-3.034653, -2.784095, -1.417709)
H (-1.423578, -3.233193, -0.886787)
N (3.677459, -0.839786, -4.343378)
C (3.023717, -0.440040, -3.220051)
O (3.560381, -0.060669, -2.207060)
C (1.522694, -0.578391, -3.294297)
C (0.899018, -1.560922, -4.113134)
N (0.456383, -2.359471, -4.812881)
C (0.794004, 0.253843, -2.586709)
N (0.016819, 0.997285, -2.012463)
H (3.181170, -0.912807, -5.215411)
H (4.656994, -0.609939, -4.382970)
F (0.055036, 4.167059, -5.276719)
C (0.240042, 4.331932, -3.918128)
C (0.203598, 5.632864, -3.236925)
F (1.279811, 5.853392, -2.326902)
C (-0.760076, 4.634135, -2.789692)
F (-2.124204, 4.778981, -2.853621)
C (-0.264608, 3.453314, -1.978234)
Se (0.099756, 3.346392, -0.105005)
C (-0.392725, 2.218039, -2.760244)
F (-1.446617, 1.867980, -3.546930)
C (0.696724, 3.137061, -3.161453)
F (1.984933, 2.705279, -3.060893)

Cartesian forces (eV/Å) of the 6 atoms listed first:
-0.35 0.14 -0.39
-0.19 -0.43 0.31
0.19 0.23 0.14
0.06 -0.03 0.16
-0.13 -0.16 -0.04
-0.06 0.33 -0.31

Relative energy (zero: lowest compared OMol25 entry of this formula, charge and spin) ... 0.00 kcal/mol
Frontier orbital gap ... 5.507 eV
E_tot ... -4306.8935 hartree
Total charge ... -1

---

Entry from the OMol25 dataset: a molecular structure, C27H31GeOsSe2 (the ωB97M-V functional and the def2-TZVPD basis).

Geometry (Å):
Os (-0.734228, -1.309197, 1.410535)
C (-3.163653, -0.822726, 1.378083)
C (-2.477418, -0.194293, 2.442161)
C (-2.000811, -0.983467, 3.511051)
C (-2.272856, -2.348191, 3.517953)
C (-3.131500, -2.929086, 2.561362)
C (-3.537879, -2.179895, 1.467887)
H (-3.558899, -0.217475, 0.576062)
H (-2.395305, 0.882450, 2.474705)
H (-1.431656, -0.562269, 4.331912)
H (-1.880705, -2.975462, 4.310074)
H (-3.420115, -3.967742, 2.660599)
H (-4.170196, -2.612785, 0.702479)
C (2.689355, -1.666701, 0.153293)
Se (1.686964, -1.494515, 1.823630)
C (1.840414, -3.349289, 2.469434)
C (1.303025, -4.353045, 1.474596)
Se (-0.539434, -3.920271, 0.920308)
C (-0.395085, -4.166503, -1.015432)
H (3.741374, -1.688739, 0.429841)
H (2.471990, -0.796480, -0.455502)
H (2.406756, -2.577693, -0.363005)
H (1.293536, -3.350720, 3.412217)
H (2.894893, -3.526367, 2.687057)
H (1.241378, -5.342799, 1.928838)
H (1.910241, -4.433655, 0.576155)
H (-0.089758, -5.201332, -1.158748)
H (0.325309, -3.474921, -1.440912)
H (-1.388132, -4.020866, -1.432823)
C (0.259049, 2.069479, 2.322404)
Ge (-0.078464, 1.108405, 0.634419)
C (-1.466974, 2.221925, -0.339240)
C (-1.402943, 3.636139, -0.071895)
C (-2.300821, 4.511649, -0.616784)
C (-3.281926, 4.011705, -1.488440)
C (-3.345852, 2.612697, -1.796145)
C (-2.440906, 1.747871, -1.236738)
C (1.538161, 1.514699, -0.503481)
C (2.619858, 2.096286, 0.170793)
C (3.745540, 2.554830, -0.499578)
C (3.822358, 2.446696, -1.890985)
C (2.776607, 1.850285, -2.605257)
C (2.853795, 1.724994, -4.011049)
C (1.829358, 1.114355, -4.744489)
C (0.725505, 0.618357, -4.077059)
C (0.627042, 0.741447, -2.686227)
C (1.625656, 1.364304, -1.913910)
H (0.674247, 3.064401, 2.163696)
H (0.974135, 1.505928, 2.924249)
H (-0.646006, 2.191084, 2.917563)
H (-0.630541, 4.012876, 0.587292)
H (-2.262993, 5.571293, -0.400005)
H (-3.992931, 4.686772, -1.952996)
H (-4.120031, 2.265358, -2.469450)
H (-2.487724, 0.693742, -1.482306)
H (2.593994, 2.216262, 1.245777)
H (4.559356, 3.007307, 0.052556)
H (4.693393, 2.820369, -2.416862)
H (3.726965, 2.109371, -4.526447)
H (1.911895, 1.031823, -5.820224)
H (-0.068552, 0.132479, -4.628720)
H (-0.247845, 0.328849, -2.194282)

Cartesian forces (eV/Å) of the 6 atoms listed first:
0.05 0.31 -0.52
-0.02 0.04 -0.03
-0.04 0.01 0.00
0.08 -0.12 0.17
-0.09 -0.37 0.07
0.10 0.02 0.01

2S+1 ... 6
⟨S²⟩ ... 8.828
Frontier orbital gap (spin up / spin down) ... 7.262 / 5.642 eV
E_tot ... -8016.2268 hartree
Total charge ... +4